{"formula": "C2H7N2O2", "method": "ωB97M-V with the def2-TZVPD basis set", "homo_energy_ev": -13.614, "mol_weight_g_mol": 91.09, "de_lowest_kj_mol": 228.18, "gap_ev": 10.78, "spin_multiplicity": 1, "charge": 1, "lumo_ev": -2.8, "symbols": ["C", "C", "N", "N", "O", "O", "H", "H", "H", "H", "H", "H", "H"], "positions_angstrom": [[-1.78044, -0.34090, 0.00439], [2.18238, 0.04153, -0.07098], [-3.06443, -0.02843, -0.17597], [-0.77655, 0.44319, 0.18590], [2.84505, 0.41093, -1.04155], [2.71827, -0.44868, 1.01064], [-1.68362, -1.37612, -0.15260], [-3.68399, -0.76047, -0.27289], [-3.51939, 0.93567, -0.07605], [0.32818, 0.21940, 0.10660], [-1.03623, 1.43498, 0.51472], [3.85473, 0.12818, -1.05398], [3.61605, -0.65928, 1.02178]], "forces_ev_per_a": [[-1.24, 0.49, -0.96], [-3.64, -0.26, 2.90], [0.72, 3.88, 1.01], [0.45, 2.45, 1.26], [4.56, -0.33, -2.61], [-2.56, 0.22, -0.15], [1.00, -1.26, -0.09], [-1.50, -1.69, -0.23], [1.30, -1.93, -0.17], [-1.10, 0.01, 0.06], [0.82, -1.92, -1.00], [-2.01, 0.83, 0.12], [3.19, -0.48, -0.15]]}